(1)
{"formula": "C15H18BrN3O2", "method": "ωB97M-V/def2-TZVPD", "species": ["Br", "O", "O", "N", "N", "N", "C", "C", "C", "C", "C", "C", "C", "C", "C", "C", "C", "C", "C", "C", "C", "H", "H", "H", "H", "H", "H", "H", "H", "H", "H", "H", "H", "H", "H", "H", "H", "H", "H"], "positions_angstrom": [[-3.545220, -3.083444, 0.697773], [4.392493, 3.682032, -1.872813], [1.988646, -0.132489, -2.961769], [-0.441721, -0.964824, -0.651065], [0.406133, -1.041227, -1.672757], [2.004151, 2.284304, -1.310502], [4.201701, 3.027563, -0.641941], [1.198279, 0.016452, -2.059620], [-2.079051, -1.851124, 0.786080], [0.958272, 1.291824, -1.266675], [-1.168533, -1.959251, -0.329814], [3.159278, 4.094471, -2.413882], [1.196437, 1.690492, 2.554696], [-0.902264, -0.066071, 2.042519], [-2.018190, -0.982863, 1.801828], [-0.100733, 2.165284, 2.463888], [-1.146498, 1.292180, 2.223873], [0.404622, -0.538194, 2.146099], [3.277744, 1.817500, -0.788724], [1.443899, 0.334334, 2.405840], [2.207408, 2.912724, -2.607273], [-2.830997, -0.946066, 2.515816], [2.011443, 2.371581, 2.747254], [3.750533, 1.082405, -1.458619], [0.782460, 1.018124, -0.223580], [3.388539, 4.567785, -3.369958], [-2.158348, 1.663750, 2.156364], [2.687839, 4.829225, -1.742836], [0.597952, -1.595175, 2.037224], [1.246587, 3.274085, -2.980005], [2.639341, 2.214787, -3.338182], [5.192369, 2.721394, -0.301350], [-1.171686, -2.897757, -0.893917], [2.451345, -0.045297, 2.496201], [0.505929, -1.912813, -2.203731], [0.035977, 1.743145, -1.647737], [3.761126, 3.726344, 0.086297], [3.111030, 1.358908, 0.188366], [-0.300074, 3.219059, 2.586973]], "forces_ev_per_angstrom": [[0.21, 0.20, -0.02], [0.15, -0.04, -0.11], [0.09, 0.05, -0.10], [-0.57, 0.21, 0.33], [0.06, -1.10, -0.57], [-0.04, -0.23, -0.18], [-0.05, -0.33, 0.27], [-0.05, 0.13, 0.22], [-0.67, 0.21, 0.91], [0.17, 0.30, 0.15], [0.55, -0.17, -0.87], [-0.38, 0.00, -0.23], [0.00, 0.08, 0.01], [0.29, 0.30, 0.19], [-0.23, -0.52, -0.35], [0.10, 0.12, 0.03], [0.00, -0.21, -0.07], [-0.05, 0.07, 0.16], [0.26, 0.30, 0.04], [0.05, -0.06, 0.00], [0.30, 0.31, -0.02], [-0.09, -0.08, -0.03], [0.07, 0.08, 0.02], [-0.03, 0.00, 0.08], [-0.08, 0.06, -0.11], [-0.07, 0.00, 0.05], [-0.11, 0.04, 0.00], [0.03, -0.03, -0.07], [0.01, -0.10, -0.03], [0.00, 0.02, -0.05], [-0.08, 0.07, 0.02], [-0.07, 0.01, 0.05], [0.11, 0.07, 0.02], [0.09, -0.03, 0.01], [0.03, 0.32, 0.14], [-0.05, -0.09, 0.09], [0.05, -0.06, -0.02], [0.04, -0.02, 0.02], [-0.01, 0.10, 0.00]], "mulliken_charge": [-0.196, -0.377, -0.635, -0.020, -0.258, 0.132, -0.792, 0.538, 0.135, -0.063, -0.428, -0.640, -0.441, 0.770, -0.837, -0.583, -0.505, -0.260, -0.170, -0.562, -0.495, 0.458, 0.398, 0.311, -0.669, 0.354, 0.459, 0.360, 0.438, 0.384, 0.302, 0.365, 0.421, 0.436, 0.307, 0.459, 0.364, 0.142, 0.399], "e_lumo_ev": -0.20}

=====

(2)
{"formula": "C15H18ClN3OTc", "method": "ωB97M-V/def2-TZVPD", "species": ["Tc", "Cl", "O", "N", "N", "N", "C", "C", "C", "C", "C", "C", "C", "C", "C", "C", "C", "C", "C", "C", "C", "H", "H", "H", "H", "H", "H", "H", "H", "H", "H", "H", "H", "H", "H", "H", "H", "H", "H"], "positions_angstrom": [[0.571125, -0.058606, -0.253477], [3.263712, -1.078324, -1.140941], [1.079876, -0.144675, 1.494098], [2.769552, 3.417523, 0.133465], [-1.213617, -0.904298, -1.027627], [1.502597, 1.728567, -0.325672], [1.882732, 0.557043, 2.355947], [2.252909, 2.293137, 0.637498], [1.571338, 2.533233, -1.461579], [-2.225521, -1.362822, -1.336705], [1.583269, -1.508960, -1.282847], [-3.237290, -3.323299, -2.342374], [3.268077, 2.435862, 2.905519], [2.358750, 3.587391, -1.173642], [2.859116, 0.711070, 4.523671], [-4.361620, -2.060865, -0.442201], [3.459551, 1.914890, 4.168553], [-4.163843, -0.987638, -2.738641], [-3.508620, -1.940701, -1.720532], [2.065857, 0.025417, 3.619773], [2.474022, 1.764924, 1.969920], [2.658107, 4.433738, -1.766118], [-4.546934, -1.087176, 0.009624], [1.366723, -2.450516, -0.770814], [-3.896686, -2.719299, 0.290527], [-4.198233, -3.750217, -2.626940], [3.009996, 0.303966, 5.514027], [3.742430, 3.375388, 2.652358], [4.075724, 2.444574, 4.880864], [1.589887, -0.909930, 3.878837], [-5.320146, -2.492274, -0.728181], [-3.557963, -0.881976, -3.637780], [1.250503, -1.537373, -2.320736], [3.374855, 4.049923, 0.634808], [1.055175, 2.293907, -2.375705], [-2.620750, -3.247555, -3.237338], [-4.349323, -0.004943, -2.306869], [-2.763545, -3.997671, -1.629923], [-5.121792, -1.421442, -3.022843]], "forces_ev_per_angstrom": [[0.01, 0.29, 0.00], [0.04, 0.05, 0.03], [-0.13, -0.20, 0.05], [0.00, 0.02, 0.00], [0.06, 0.01, 0.07], [-0.08, -0.18, -0.08], [0.07, 0.14, -0.10], [0.01, -0.05, -0.01], [0.01, 0.03, 0.00], [0.07, 0.05, 0.03], [-0.07, -0.11, 0.10], [-0.01, 0.00, 0.00], [-0.01, 0.00, -0.03], [0.00, 0.00, 0.03], [-0.01, -0.01, 0.00], [0.00, 0.00, -0.01], [0.01, 0.00, 0.01], [0.00, 0.00, -0.01], [-0.05, -0.03, -0.01], [0.02, 0.02, 0.02], [-0.02, -0.06, 0.03], [0.00, 0.00, 0.00], [0.00, 0.00, 0.00], [0.03, -0.02, -0.06], [0.00, 0.00, 0.00], [0.00, 0.00, 0.00], [0.00, 0.00, 0.00], [0.00, 0.00, 0.00], [0.00, 0.00, 0.00], [0.00, 0.00, -0.01], [0.00, 0.00, 0.00], [0.00, 0.00, 0.00], [0.04, 0.03, -0.04], [0.00, 0.01, 0.00], [0.00, 0.01, 0.00], [0.00, 0.00, 0.00], [0.00, 0.00, 0.00], [0.00, 0.00, 0.00], [0.00, 0.00, 0.00]], "mulliken_spin": [2.725, 0.022, 0.098, 0.022, 0.003, -0.002, 0.026, 0.054, 0.027, 0.044, -0.098, 0.007, 0.007, -0.007, -0.011, 0.005, 0.015, 0.004, 0.006, 0.024, 0.018, 0.000, 0.000, 0.000, 0.000, 0.000, -0.001, 0.002, 0.001, -0.001, 0.001, 0.000, 0.016, -0.002, -0.002, 0.000, 0.000, 0.000, 0.000], "spin_multiplicity": 4, "total_charge": 2, "e_lumo_ev": [-8.16, -8.64]}

=====

(3)
{"formula": "C15H18F5IO4SZr", "method": "ωB97M-V/def2-TZVPD", "species": ["I", "Zr", "S", "F", "F", "F", "F", "F", "O", "O", "O", "O", "C", "C", "C", "C", "C", "C", "C", "C", "C", "C", "C", "C", "C", "C", "C", "H", "H", "H", "H", "H", "H", "H", "H", "H", "H", "H", "H", "H", "H", "H", "H", "H", "H"], "positions_angstrom": [[0.323958, -1.918798, -2.784440], [-0.168003, -0.429356, -0.279716], [1.089715, 1.514843, -1.193193], [6.332203, -0.923849, -2.240624], [3.265253, 2.538202, -3.020325], [2.104262, -1.009330, -0.152246], [4.542057, -2.147551, -0.580545], [5.678029, 1.405870, -3.449792], [-2.037622, 0.264900, -1.275498], [0.242633, -0.437394, 1.935201], [-1.173679, 1.379230, 0.834547], [-2.039043, -1.266483, 0.870996], [-0.318213, 1.959575, 1.841534], [4.814846, 0.820279, -2.646180], [5.156174, -0.374868, -2.024502], [-3.160597, -0.644470, -1.085690], [-3.337791, -0.882899, 0.393280], [3.031093, -0.395477, -0.987461], [3.568145, 1.396485, -2.424803], [-0.012123, -2.618624, -0.782432], [4.248875, -1.003052, -1.176189], [0.216556, 0.812140, 2.695170], [-1.933885, -1.399122, 2.297580], [2.646061, 0.790057, -1.582353], [-2.340547, 1.688871, -1.269189], [-0.459127, -1.536421, 2.588422], [-1.820203, 2.371917, 0.013179], [-1.099411, 3.151274, -0.240779], [-2.633418, 2.815784, 0.588897], [-0.904511, 2.635105, 2.466738], [-4.047193, -0.209836, -1.543566], [-3.419138, 1.796257, -1.359419], [-2.485586, -2.278425, 2.635166], [-3.659617, 0.025041, 0.912639], [0.852526, -3.219656, -0.508159], [-0.241455, -1.509074, 3.654869], [1.233706, 1.014321, 3.025994], [-2.356565, -0.506909, 2.769261], [-2.890035, -1.555078, -1.620901], [-0.418186, 0.644616, 3.562822], [-4.058647, -1.680976, 0.580095], [0.479816, 2.507647, 1.341080], [-0.040758, -2.448809, 2.164498], [-0.909698, -3.234286, -0.789033], [-1.860857, 2.098329, -2.154930]], "forces_ev_per_angstrom": [[-0.12, 0.06, 0.07], [-0.02, 0.14, -0.51], [0.01, -0.24, 0.14], [-0.02, 0.03, 0.00], [0.02, 0.00, -0.01], [0.13, 0.08, 0.05], [0.00, 0.01, -0.01], [-0.01, 0.00, 0.00], [0.05, -0.03, 0.15], [0.02, 0.06, -0.09], [0.05, 0.01, -0.04], [-0.08, -0.04, -0.03], [-0.02, -0.08, 0.03], [-0.04, 0.00, 0.02], [-0.03, -0.02, 0.02], [0.01, 0.09, -0.02], [-0.02, 0.03, -0.07], [-0.02, 0.10, -0.06], [0.04, -0.06, 0.03], [0.02, 0.00, 0.35], [0.00, 0.02, -0.01], [0.00, -0.09, 0.02], [0.05, 0.00, 0.06], [0.00, 0.00, 0.01], [-0.01, -0.04, 0.01], [0.07, -0.01, -0.01], [-0.05, 0.01, -0.03], [-0.01, -0.02, 0.01], [0.02, -0.01, 0.00], [0.04, 0.04, -0.03], [-0.02, -0.08, -0.01], [0.02, 0.05, -0.04], [0.02, 0.00, 0.00], [0.01, -0.02, 0.01], [-0.01, 0.00, -0.04], [-0.04, -0.06, 0.00], [-0.03, 0.01, 0.03], [-0.01, -0.01, -0.02], [-0.03, 0.00, 0.03], [0.02, 0.03, 0.01], [0.01, 0.01, -0.02], [-0.01, 0.01, 0.03], [-0.03, 0.01, 0.00], [0.02, 0.01, -0.05], [-0.01, 0.01, 0.02]], "mulliken_charge": [0.170, 0.878, -0.450, -0.250, -0.276, -0.105, -0.261, -0.238, -0.385, -0.363, -0.032, -0.074, -0.559, 0.155, 0.726, -0.720, -0.472, -0.028, 0.168, -0.989, -0.343, -0.653, -0.463, 0.638, -0.443, -0.697, -0.759, 0.429, 0.527, 0.443, 0.488, 0.417, 0.503, 0.312, 0.546, 0.477, 0.397, 0.353, 0.273, 0.504, 0.526, 0.406, 0.358, 0.546, 0.322], "total_charge": 2, "e_lumo_ev": -7.08}

=====

Record-wise energy above the lowest of the compared OMol25 structures with the same formula, charge and spin values, in kcal/mol: 47.47; 2.24; 0.00
Record-wise energy values, in eV: -94453.230; -37069.776; -57825.349